Record 1
The following is a DFT calculation (ωB97M-V/def2-TZVPD) of 8 unconnected molecules or ions with the total composition C31H65O11P.

Atoms and positions in Å:
C (0.01, -7.16, 0.04)
O (-0.43, -6.07, 0.84)
P (-1.89, -5.46, 0.65)
O (-2.98, -6.44, 0.75)
O (-1.95, -4.34, 1.80)
C (-0.91, -3.35, 1.79)
O (-1.76, -4.69, -0.74)
C (-2.77, -3.79, -1.19)
H (0.32, -7.97, 0.70)
H (0.85, -6.94, -0.61)
H (-0.82, -7.55, -0.56)
H (-1.33, -2.34, 1.82)
H (-0.21, -3.53, 0.98)
H (-0.35, -3.42, 2.73)
H (-3.06, -3.17, -0.34)
H (-3.65, -4.30, -1.56)
H (-2.41, -3.07, -1.93)
C (-5.22, 0.75, -0.92)
C (-4.12, 1.50, -1.67)
C (-3.74, 0.46, -2.72)
O (-3.85, -0.78, -1.99)
C (-4.53, -0.58, -0.74)
H (-6.09, 0.63, -1.57)
H (-5.57, 1.23, -0.01)
H (-3.33, 1.67, -0.93)
H (-4.45, 2.47, -2.04)
H (-2.71, 0.63, -3.03)
H (-4.42, 0.49, -3.57)
H (-3.77, -0.56, 0.04)
H (-5.24, -1.37, -0.50)
C (2.59, -3.99, -1.99)
C (1.64, -4.77, -2.89)
C (0.69, -3.70, -3.31)
O (1.54, -2.58, -3.51)
C (2.72, -2.63, -2.74)
H (3.54, -4.49, -1.79)
H (2.06, -3.73, -1.07)
H (1.13, -5.63, -2.43)
H (2.13, -5.17, -3.79)
H (-0.06, -3.47, -2.54)
H (0.12, -3.88, -4.23)
H (2.76, -1.83, -2.01)
H (3.62, -2.65, -3.37)
C (-0.65, -0.02, -0.14)
C (-0.27, -0.88, -1.31)
C (0.55, 0.12, -2.12)
O (1.38, 0.73, -1.11)
C (0.63, 0.75, 0.12)
H (-0.91, -0.64, 0.72)
H (-1.55, 0.53, -0.42)
H (-1.17, -1.21, -1.85)
H (0.27, -1.78, -1.01)
H (-0.06, 0.91, -2.59)
H (1.22, -0.29, -2.87)
H (0.38, 1.80, 0.31)
H (1.23, 0.35, 0.93)
C (2.26, 3.17, 1.95)
C (1.15, 3.53, 2.88)
C (1.75, 4.75, 3.59)
O (3.10, 4.34, 3.83)
C (3.54, 3.71, 2.62)
H (2.15, 3.66, 0.98)
H (2.39, 2.10, 1.76)
H (0.95, 2.73, 3.60)
H (0.21, 3.80, 2.37)
H (1.28, 4.97, 4.54)
H (1.76, 5.64, 2.95)
H (4.23, 2.92, 2.89)
H (4.09, 4.39, 1.96)
C (1.53, 5.02, -2.56)
C (1.46, 6.29, -3.44)
C (2.29, 5.89, -4.64)
O (2.00, 4.53, -4.86)
C (1.85, 3.90, -3.58)
H (0.58, 4.84, -2.06)
H (2.32, 5.17, -1.83)
H (1.89, 7.17, -2.94)
H (0.41, 6.53, -3.58)
H (3.36, 6.05, -4.44)
H (2.06, 6.56, -5.47)
H (2.77, 3.36, -3.36)
H (0.96, 3.27, -3.61)
C (-2.61, 1.08, 3.00)
C (-3.00, 2.35, 2.26)
C (-2.98, 3.35, 3.40)
O (-3.20, 2.61, 4.61)
C (-3.48, 1.25, 4.25)
H (-1.55, 1.09, 3.26)
H (-2.83, 0.16, 2.45)
H (-3.98, 2.21, 1.79)
H (-2.24, 2.62, 1.52)
H (-3.70, 4.16, 3.26)
H (-2.00, 3.81, 3.50)
H (-4.54, 1.07, 4.08)
H (-3.09, 0.60, 5.04)
C (3.10, -2.00, 1.30)
C (2.94, -2.35, 2.79)
C (2.83, -1.00, 3.45)
O (3.49, -0.06, 2.60)
C (3.94, -0.73, 1.41)
H (2.06, -1.85, 0.99)
H (3.61, -2.81, 0.78)
H (3.80, -2.93, 3.12)
H (2.10, -3.02, 3.02)
H (3.29, -1.01, 4.44)
H (1.79, -0.65, 3.54)
H (5.01, -0.89, 1.55)
H (3.73, -0.16, 0.51)

Its energy above the lowest of the compared OMol25 structures with the same formula, charge and spin is 0.160 eV. The gap between HOMO and LUMO comes out at 0.366 hartree. For the total energy, the calculation gives -65010.98819 eV. As for the SMILES: COP(=O)(OC)OC.C1CCOC1.C1CCOC1.C1CCOC1.C1CCOC1.C1CCOC1.C1CCOC1.C1CCOC1. The HOMO energy is -9.54 eV.



Record 2
The following is a DFT calculation (ωB97M-V/def2-TZVPD) of 2 unconnected molecules or ions with the total composition C4H11N3O2.

Atoms and positions in Å:
C (-2.65, -1.72, -1.33)
C (-1.33, -1.12, -1.33)
O (-1.18, 0.11, -1.66)
O (-0.33, -1.73, -0.88)
H (-2.60, -2.73, -1.67)
H (-3.34, -1.22, -1.93)
H (-3.16, -1.68, -0.37)
C (-0.28, 2.06, 0.62)
C (1.40, 0.52, 1.13)
N (0.45, 0.91, 0.33)
N (1.87, 1.32, 2.12)
N (2.20, -0.62, 0.82)
H (-0.32, 0.65, -1.34)
H (-0.01, 2.92, -0.02)
H (-0.40, 2.57, 1.54)
H (1.87, 2.32, 2.13)
H (2.74, 1.11, 2.63)
H (1.94, -1.10, -0.03)
H (2.25, -1.38, 1.54)
H (-1.40, 1.75, 0.36)

Its energy above the lowest of the compared OMol25 structures with the same formula, charge and spin is 2.309 eV. The gap between HOMO and LUMO (alpha / beta) comes out at 0.089 / 0.306 hartree. For the total energy, the calculation gives -12889.90880 eV. The spin multiplicity is 2. The HOMO energy (alpha / beta) is 1.08 / -4.95 eV. The expectation value of S² is 0.75. Its total charge is -1.



Record 3
The following is a DFT calculation (ωB97M-V/def2-TZVPD) of a molecular structure, CNO4S2Tl.

Atoms and positions in Å:
Tl (-0.25, -1.72, -1.03)
N (1.90, 1.04, -0.09)
S (2.35, -0.30, 0.60)
O (1.46, -1.52, 0.33)
S (0.71, 1.57, -1.01)
O (-0.39, 0.49, -1.27)
O (-1.92, 1.24, 1.18)
C (-1.93, 0.18, 0.71)
O (-1.93, -0.99, 0.57)

The gap between HOMO and LUMO (alpha / beta) comes out at 0.274 / 0.275 hartree. For the total energy, the calculation gives -37080.30798 eV. The HOMO energy (alpha / beta) is -8.26 / -8.26 eV.



Record 4
The following is a DFT calculation (ωB97M-V/def2-TZVPD) of a molecular structure, C28H25Cl2N5O3RuS.

Atoms and positions in Å:
Ru (1.13, 0.59, -0.05)
Cl (1.25, -0.14, 2.37)
C (2.97, -0.19, 2.68)
C (3.37, -0.24, 4.00)
C (4.72, -0.32, 4.29)
C (5.64, -0.35, 3.24)
C (5.20, -0.29, 1.93)
Cl (6.40, -0.33, 0.68)
C (3.84, -0.21, 1.58)
S (3.35, -0.18, -0.09)
H (2.63, -0.22, 4.78)
H (5.06, -0.36, 5.31)
H (6.70, -0.41, 3.44)
C (-4.15, -2.28, -0.45)
N (-2.90, -2.25, -1.21)
N (-1.76, -2.32, -0.42)
C (-0.82, -1.42, -0.86)
O (0.31, -1.34, -0.35)
C (-1.43, -0.72, -1.95)
C (-2.68, -1.21, -2.09)
C (-3.78, -0.74, -2.98)
C (-1.50, -3.48, 0.35)
C (-1.97, -4.72, -0.08)
C (-1.72, -5.85, 0.68)
C (-1.00, -5.75, 1.86)
C (-0.53, -4.51, 2.28)
C (-0.79, -3.37, 1.53)
H (-4.15, -3.16, 0.18)
H (-4.98, -2.36, -1.15)
H (-4.25, -1.39, 0.16)
H (-0.94, 0.05, -2.52)
H (-3.38, -0.02, -3.70)
H (-4.56, -0.25, -2.40)
H (-4.23, -1.57, -3.53)
H (-2.51, -4.79, -1.02)
H (-2.09, -6.81, 0.34)
H (-0.80, -6.64, 2.45)
H (0.04, -4.43, 3.19)
H (-0.42, -2.41, 1.85)
N (1.09, 0.92, -1.81)
C (1.85, 1.85, -2.51)
C (2.90, 2.62, -1.98)
C (3.60, 3.49, -2.80)
C (3.26, 3.63, -4.14)
C (2.22, 2.88, -4.67)
C (1.53, 1.99, -3.87)
H (3.17, 2.51, -0.94)
H (4.41, 4.08, -2.38)
H (3.80, 4.32, -4.76)
H (1.96, 2.98, -5.72)
H (0.74, 1.37, -4.26)
C (-3.84, 3.11, 1.41)
N (-2.41, 3.05, 1.16)
C (-1.62, 4.15, 1.28)
C (-0.28, 4.12, 1.09)
C (0.27, 2.85, 0.73)
O (1.49, 2.61, 0.52)
N (-0.53, 1.77, 0.60)
C (-1.87, 1.80, 0.82)
O (-2.62, 0.83, 0.75)
H (-4.12, 4.14, 1.60)
H (-4.10, 2.49, 2.27)
H (-4.39, 2.73, 0.55)
H (-2.13, 5.07, 1.56)
H (0.34, 4.99, 1.19)

Its energy above the lowest of the compared OMol25 structures with the same formula, charge and spin is 0.072 eV. The gap between HOMO and LUMO comes out at 0.237 hartree. For the total energy, the calculation gives -81497.32932 eV. The HOMO energy is -6.93 eV.



Record 5
The following is a DFT calculation (ωB97M-V/def2-TZVPD) of a molecular structure, C14H26EuNP.

Atoms and positions in Å:
C (0.43, 3.31, -1.80)
C (-0.85, 2.88, -1.44)
C (-1.01, 1.70, -0.67)
C (0.12, 0.98, -0.30)
C (1.40, 1.41, -0.65)
C (1.56, 2.59, -1.41)
C (-2.42, 1.36, -0.20)
C (-3.04, -0.06, -0.30)
N (-2.06, -1.17, -0.51)
Eu (-0.73, -0.70, 1.32)
C (2.63, 0.67, -0.15)
P (2.12, -0.90, 0.70)
H (-1.72, 3.46, -1.74)
H (2.57, 2.92, -1.67)
H (0.56, 4.22, -2.39)
H (3.19, 1.27, 0.59)
H (3.31, 0.44, -0.98)
H (-2.55, 1.70, 0.86)
H (-3.13, 1.98, -0.76)
H (-3.59, -0.29, 0.63)
C (3.58, -1.41, 1.67)
C (2.21, -2.02, -0.75)
H (-3.78, -0.06, -1.12)
C (-1.46, -1.08, -1.88)
C (-2.62, -2.54, -0.23)
H (-0.37, -1.58, 3.75)
H (-1.74, -1.97, -2.47)
H (-1.81, -0.17, -2.39)
H (-0.36, -1.03, -1.82)
H (-2.89, -3.04, -1.17)
H (-1.88, -3.17, 0.29)
H (-3.52, -2.48, 0.41)
H (3.26, -2.11, -1.07)
H (1.84, -3.01, -0.44)
H (1.60, -1.66, -1.58)
H (4.51, -1.38, 1.09)
H (3.66, -0.77, 2.55)
H (3.40, -2.44, 2.01)
H (-0.70, -2.30, 3.54)
C (-0.01, 1.40, 2.46)
H (-0.89, 1.88, 2.92)
H (0.68, 1.04, 3.24)
H (0.51, 2.15, 1.85)

Its energy above the lowest of the compared OMol25 structures with the same formula, charge and spin is 4.102 eV. The gap between HOMO and LUMO (alpha / beta) comes out at 0.129 / 0.132 hartree. For the total energy, the calculation gives -45037.49679 eV. The spin multiplicity is 8. The HOMO energy (alpha / beta) is -2.99 / -5.13 eV. The expectation value of S² is 15.78.



Record 6
The following is a DFT calculation (ωB97M-V/def2-TZVPD) of C4H9NO2 in the gas phase.

Atoms and positions in Å:
C (1.73, -1.29, -0.73)
C (0.20, 1.56, 0.98)
C (-0.36, -0.65, -0.04)
C (-0.71, 0.63, 0.23)
N (-1.93, 1.16, -0.18)
O (0.83, -1.18, 0.38)
O (-1.26, -1.49, -0.67)
H (-0.87, -2.37, -0.55)
H (-2.35, 1.76, 0.52)
H (-2.56, 0.42, -0.48)
H (1.66, -2.29, -1.16)
H (1.56, -0.53, -1.50)
H (2.75, -1.16, -0.35)
H (0.49, 2.40, 0.34)
H (1.12, 1.08, 1.33)
H (-0.31, 1.96, 1.87)

Its energy above the lowest of the compared OMol25 structures with the same formula, charge and spin is 2.093 eV. The gap between HOMO and LUMO comes out at 0.300 hartree. For the total energy, the calculation gives -9877.96739 eV. As for the SMILES: CO/C(O)=C(\C)N. The HOMO energy is -7.34 eV.



What did the second record say?
The following is a DFT calculation (ωB97M-V/def2-TZVPD) of 2 unconnected molecules or ions with the total composition C4H11N3O2.

Atoms and positions in Å:
C (-2.65, -1.72, -1.33)
C (-1.33, -1.12, -1.33)
O (-1.18, 0.11, -1.66)
O (-0.33, -1.73, -0.88)
H (-2.60, -2.73, -1.67)
H (-3.34, -1.22, -1.93)
H (-3.16, -1.68, -0.37)
C (-0.28, 2.06, 0.62)
C (1.40, 0.52, 1.13)
N (0.45, 0.91, 0.33)
N (1.87, 1.32, 2.12)
N (2.20, -0.62, 0.82)
H (-0.32, 0.65, -1.34)
H (-0.01, 2.92, -0.02)
H (-0.40, 2.57, 1.54)
H (1.87, 2.32, 2.13)
H (2.74, 1.11, 2.63)
H (1.94, -1.10, -0.03)
H (2.25, -1.38, 1.54)
H (-1.40, 1.75, 0.36)

Its energy above the lowest of the compared OMol25 structures with the same formula, charge and spin is 2.309 eV. The gap between HOMO and LUMO (alpha / beta) comes out at 0.089 / 0.306 hartree. For the total energy, the calculation gives -12889.90880 eV. The spin multiplicity is 2. The HOMO energy (alpha / beta) is 1.08 / -4.95 eV. The expectation value of S² is 0.75. Its total charge is -1.